Molecular formula: C9H6ClI
Method: DFT, wB97M-V/def2-TZVPD

```
! RIJCOSX wB97M-V def2-TZVPD def2/J DEFGRID3
* xyz 0 1
C 2.955 -0.419 -2.237
C 2.191 -0.451 -3.183
C -1.431 0.450 -0.236
C -0.937 -0.807 -0.618
C -0.634 1.381 0.411
C 0.341 -1.156 -0.196
C 0.720 1.175 0.356
C 1.236 -0.125 0.274
C 2.545 -0.541 0.449
Cl 3.723 0.490 1.115
I 1.596 -0.658 -5.221
H -2.533 0.781 -0.432
H -1.607 -1.573 -1.134
H -1.152 2.323 0.615
H 0.626 -2.250 -0.422
H 1.506 1.907 0.604
H 2.651 -1.565 0.574
*
```

Kohn-Sham gap (alpha / beta) ... 6.09 / 5.71 eV
Lowest unoccupied orbital energy (alpha / beta) ... -2.2 / -2.4 eV
Largest force on an atom ... 3.28 eV/A
HOMO (alpha / beta) ... -0.3043 / -0.2969 Eh
ΔE to the lowest compared entry with this formula, charge and spin ... 421.7 kJ/mol



Molecular formula: C6H14N2
Method: DFT, wB97M-V/def2-TZVPD

```
! RIJCOSX wB97M-V def2-TZVPD def2/J DEFGRID3
* xyz 0 1
C -1.133 -0.263 0.458
C 1.677 0.235 1.426
C -1.189 -0.292 1.951
C -1.653 0.974 -0.215
C 1.216 -0.124 -2.581
N 1.050 0.390 0.140
C 0.488 -0.994 -1.611
N 0.508 -0.800 -0.324
H -1.588 -1.159 0.048
H -0.108 -1.831 -1.958
H 1.383 -0.658 1.994
H 2.765 0.144 1.281
H 1.512 1.132 2.031
H -0.706 -1.176 2.363
H -0.776 0.604 2.407
H -2.252 -0.353 2.217
H -2.748 0.954 -0.149
H -1.384 0.984 -1.269
H -1.282 1.879 0.257
H 1.410 -0.657 -3.512
H 2.155 0.218 -2.135
H 0.657 0.791 -2.820
*
```

Kohn-Sham gap (alpha / beta) ... 6.97 / 7.80 eV
Lowest unoccupied orbital energy (alpha / beta) ... 0.6 / 0.5 eV
Largest force on an atom ... 2.51 eV/A
HOMO (alpha / beta) ... -0.2352 / -0.2673 Eh
ΔE to the lowest compared entry with this formula, charge and spin ... 492.1 kJ/mol



Molecular formula: C5H8O
Method: DFT, wB97M-V/def2-TZVPD

```
! RIJCOSX wB97M-V def2-TZVPD def2/J DEFGRID3
* xyz 0 1
C -1.830 0.524 0.238
C -0.449 0.088 -0.133
C 0.496 -0.683 0.791
C 1.660 -0.374 -0.188
C 0.693 0.534 -0.954
O -0.276 -0.371 -1.476
H -1.847 1.062 1.190
H -2.426 -0.390 0.360
H -2.301 1.130 -0.539
H 0.622 -0.107 1.716
H 0.259 -1.724 1.036
H 2.541 0.085 0.264
H 1.951 -1.225 -0.809
H 0.907 1.450 -1.497
*
```

Kohn-Sham gap ... 10.67 eV
Lowest unoccupied orbital energy ... 1.1 eV
Largest force on an atom ... 0.36 eV/A
HOMO ... -0.3512 Eh
ΔE to the lowest compared entry with this formula, charge and spin ... 198.6 kJ/mol



Molecular formula: C26H80N8O16
Method: DFT, wB97M-V/def2-TZVPD

```
! RIJCOSX wB97M-V def2-TZVPD def2/J DEFGRID3
* xyz 0 1
C -9.764 20.674 -0.776
O -9.091 21.641 -0.709
N -9.693 19.616 -0.053
N -10.834 20.517 -1.568
H -10.252 18.799 -0.256
H -8.822 19.274 0.327
H -11.295 19.623 -1.663
H -11.050 21.321 -2.140
C -12.536 19.726 -8.750
O -13.116 18.841 -8.228
N -11.724 20.520 -8.143
N -12.179 19.818 -10.032
H -11.421 20.345 -7.196
H -11.159 21.061 -8.783
H -11.442 20.462 -10.281
H -12.516 19.054 -10.600
C -5.684 24.216 -6.060
O -6.354 25.515 -6.074
C -7.530 25.527 -5.251
C -8.211 26.904 -5.240
N -9.320 27.237 -6.157
C -9.687 28.710 -6.275
C -9.936 29.359 -4.932
O -10.548 30.598 -5.073
C -9.795 31.673 -5.560
H -5.510 24.023 -5.002
H -4.886 24.117 -6.797
H -6.398 23.440 -6.335
H -7.166 25.274 -4.255
H -8.167 24.676 -5.489
H -7.509 27.698 -5.493
H -8.666 27.086 -4.267
H -9.089 27.011 -7.114
H -10.522 28.704 -6.976
H -8.828 29.133 -6.796
H -9.042 29.249 -4.319
H -10.674 28.819 -4.339
H -9.270 32.119 -4.715
H -10.398 32.437 -6.050
H -8.997 31.281 -6.190
C -15.479 26.856 -10.884
O -14.894 28.161 -10.737
C -15.705 29.289 -10.962
C -16.719 29.490 -9.931
N -17.745 30.493 -10.228
C -18.682 30.847 -9.193
C -18.124 31.879 -8.209
O -17.479 31.409 -6.986
C -16.772 32.411 -6.312
H -14.892 26.240 -11.565
H -16.461 26.877 -11.357
H -15.405 26.336 -9.929
H -16.222 29.254 -11.920
H -15.052 30.161 -10.935
H -16.177 29.873 -9.067
H -17.252 28.564 -9.713
H -17.336 31.333 -10.612
H -19.159 29.933 -8.839
H -19.407 31.465 -9.723
H -18.863 32.669 -8.073
H -17.426 32.504 -8.767
H -17.562 33.118 -6.060
H -15.953 32.871 -6.866
H -16.411 32.105 -5.330
C -6.623 13.379 -14.730
O -7.487 13.728 -13.662
C -8.642 12.912 -13.738
C -9.419 13.249 -12.404
N -8.503 13.118 -11.305
C -8.193 11.720 -10.994
C -7.129 11.680 -9.893
O -5.694 12.010 -10.198
C -5.132 11.448 -11.378
H -5.913 14.182 -14.931
H -7.242 13.119 -15.589
H -5.989 12.504 -14.589
H -8.445 11.840 -13.722
H -9.327 13.158 -14.549
H -10.327 12.700 -12.157
H -9.731 14.289 -12.497
H -7.647 13.490 -11.691
H -7.862 11.249 -11.920
H -9.132 11.226 -10.744
H -7.126 10.712 -9.393
H -7.512 12.227 -9.031
H -5.319 12.035 -12.277
H -5.406 10.405 -11.531
H -4.050 11.391 -11.257
C -13.755 17.197 -16.620
O -12.605 17.773 -17.258
C -12.607 17.642 -18.703
C -11.205 17.743 -19.247
N -10.438 19.031 -19.155
C -11.132 20.233 -19.625
C -10.109 21.355 -19.806
O -9.367 21.333 -21.071
C -8.302 22.287 -21.171
H -13.404 16.170 -16.523
H -14.764 17.137 -17.028
H -13.720 17.503 -15.575
H -13.293 18.356 -19.159
H -12.920 16.634 -18.976
H -11.299 17.424 -20.285
H -10.489 16.998 -18.901
H -10.035 19.172 -18.240
H -11.783 20.517 -18.798
H -11.683 20.072 -20.551
H -9.366 21.298 -19.011
H -10.641 22.256 -19.502
H -7.798 22.287 -22.138
H -7.644 22.140 -20.315
H -8.787 23.245 -20.984
O -12.764 24.226 -4.011
H -12.338 25.001 -4.378
H -13.568 24.560 -3.612
O -17.156 16.309 -5.653
H -18.028 16.005 -5.906
H -16.884 16.882 -6.370
O -8.054 18.647 -13.979
H -7.305 19.221 -13.815
H -7.709 17.762 -13.858
O -17.095 23.390 -7.360
H -17.865 22.844 -7.517
H -16.354 22.791 -7.449
O -12.064 14.671 -7.329
H -11.569 14.774 -8.142
H -12.531 15.501 -7.226
O -8.233 22.328 -11.262
H -7.431 21.839 -11.075
H -8.097 22.684 -12.140
*
```

Kohn-Sham gap ... 8.50 eV
Lowest unoccupied orbital energy ... 0.0 eV
Largest force on an atom ... 7.45 eV/A
HOMO ... -0.3107 Eh



Molecular formula: C4H6N2S
Method: DFT, wB97M-V/def2-TZVPD

```
! RIJCOSX wB97M-V def2-TZVPD def2/J DEFGRID3
* xyz 0 1
C 3.172 -1.315 -0.523
C 1.931 -1.285 -0.090
C -0.591 -0.535 0.618
C -2.805 1.941 0.311
H 3.719 -0.585 -1.068
H 3.648 -2.344 -0.301
H 1.493 -2.079 0.505
H -0.385 -1.433 1.154
H -3.034 2.714 -0.421
H -3.458 1.601 1.187
N -1.648 0.115 0.810
N -1.733 1.294 -0.019
S 0.715 -0.036 -0.531
*
```

Kohn-Sham gap ... 9.27 eV
Lowest unoccupied orbital energy ... 0.6 eV
Largest force on an atom ... 3.34 eV/A
HOMO ... -0.3175 Eh
ΔE to the lowest compared entry with this formula, charge and spin ... 309.5 kJ/mol



Molecular formula: C4H8N2O
Method: DFT, wB97M-V/def2-TZVPD

```
! RIJCOSX wB97M-V def2-TZVPD def2/J DEFGRID3
* xyz 0 1
C -0.530 -0.533 0.192
C -1.091 -0.651 -1.194
C -0.513 1.446 0.471
C 0.894 -0.729 0.338
N 1.492 0.587 0.135
N 1.587 -1.770 0.523
O 2.399 0.947 0.853
H -1.115 -0.988 0.987
H 2.548 -1.537 0.785
H -0.489 -0.085 -1.906
H -2.119 -0.293 -1.239
H -1.055 -1.700 -1.503
H -1.495 1.384 0.932
H -0.576 1.860 -0.529
H 0.062 2.061 1.156
*
```

Kohn-Sham gap ... 8.57 eV
Lowest unoccupied orbital energy ... -0.4 eV
Largest force on an atom ... 3.31 eV/A
HOMO ... -0.3292 Eh
ΔE to the lowest compared entry with this formula, charge and spin ... 579.5 kJ/mol



Molecular formula: C2H6N3
Method: DFT, wB97M-V/def2-TZVPD

```
! RIJCOSX wB97M-V def2-TZVPD def2/J DEFGRID3
* xyz 1 1
C 0.087 -0.379 -0.250
C 0.281 1.016 0.257
N -1.142 -0.717 -0.039
N 1.130 -1.027 -0.719
N -0.786 1.436 0.772
H 1.156 1.602 0.094
H -1.469 -1.722 -0.504
H 2.042 -0.624 -0.490
H 1.161 -2.035 -0.898
H -0.865 2.150 1.424
H -1.595 0.300 0.354
*
```

Kohn-Sham gap ... 10.45 eV
Lowest unoccupied orbital energy ... -5.2 eV
Largest force on an atom ... 4.64 eV/A
HOMO ... -0.5756 Eh
ΔE to the lowest compared entry with this formula, charge and spin ... 135.2 kJ/mol



Molecular formula: C30H37BN6O4S4Sc
Method: DFT, wB97M-V/def2-TZVPD

```
! RIJCOSX wB97M-V def2-TZVPD def2/J DEFGRID3
* xyz -1 1
Sc -0.025 -0.513 -0.120
C -2.383 2.537 1.466
C -3.411 2.227 0.387
C -3.167 3.003 -0.911
C -3.562 0.756 0.100
C -4.814 0.146 -0.070
C -4.532 -1.169 -0.353
N -3.202 -1.311 -0.354
N -2.582 -0.140 -0.077
B -2.433 -2.621 -0.500
N -1.699 -2.880 0.835
C -1.843 -3.956 1.615
C -1.135 -3.745 2.778
C -0.565 -2.473 2.634
N -0.911 -1.959 1.449
C 0.300 -1.799 3.664
C 1.730 -1.560 3.178
C -0.361 -0.539 4.226
N -1.534 -2.572 -1.749
C -1.410 -3.584 -2.615
C -0.528 -3.214 -3.602
C -0.132 -1.911 -3.262
N -0.753 -1.527 -2.142
C 0.895 -1.084 -3.990
C 1.144 -1.626 -5.396
C 0.529 0.395 -4.053
H -2.317 3.615 1.633
H -1.401 2.166 1.192
H -2.653 2.056 2.409
H -4.388 2.537 0.770
H -2.290 2.618 -1.428
H -3.019 4.068 -0.705
H -4.019 2.901 -1.588
H -5.782 0.613 0.013
H -5.166 -2.020 -0.548
H -3.210 -3.526 -0.652
H -2.448 -4.784 1.283
H -1.033 -4.407 3.622
H 0.357 -2.519 4.488
H 1.771 -0.821 2.380
H 2.164 -2.476 2.781
H 2.347 -1.204 4.010
H -0.475 0.224 3.454
H 0.255 -0.128 5.033
H -1.346 -0.769 4.637
H -1.966 -4.495 -2.462
H -0.215 -3.803 -4.446
H 1.828 -1.178 -3.425
H 0.229 -1.597 -5.995
H 1.514 -2.653 -5.384
H 1.898 -1.014 -5.894
H -0.460 0.540 -4.502
H 1.266 0.929 -4.658
H 0.528 0.830 -3.063
C 3.456 2.798 4.701
O 3.348 3.729 3.637
C 2.562 3.374 2.591
C 2.536 4.297 1.526
C 1.786 4.011 0.423
C 1.037 2.820 0.312
C 0.300 2.523 -0.887
C 0.222 3.547 -1.993
O -0.270 1.441 -1.097
C 1.061 1.897 1.398
O 0.388 0.795 1.386
C 1.836 2.210 2.540
H 4.147 3.235 5.417
H 3.852 1.842 4.349
H 2.490 2.628 5.183
H 3.128 5.199 1.602
H 1.787 4.715 -0.399
H 1.217 3.677 -2.426
H -0.120 4.517 -1.631
H -0.445 3.173 -2.765
H 1.842 1.479 3.335
O 5.783 -3.484 -3.161
C 4.861 -3.002 -2.543
S 3.575 -3.948 -1.785
C 2.660 -2.600 -1.120
C 3.146 -1.372 -1.363
S 2.401 0.088 -0.778
S 4.620 -1.265 -2.311
S 1.211 -2.911 -0.230
*
```

Kohn-Sham gap ... 6.02 eV
Lowest unoccupied orbital energy ... 2.4 eV
Largest force on an atom ... 0.54 eV/A
HOMO ... -0.1325 Eh
ΔE to the lowest compared entry with this formula, charge and spin ... 8.2 kJ/mol



Molecular formula: C5H13ClI2O2PPb
Method: DFT, wB97M-V/def2-TZVPD

```
! RIJCOSX wB97M-V def2-TZVPD def2/J DEFGRID3
* xyz 3 1
I -5.677 1.599 -0.293
I -4.121 2.030 2.138
Pb -0.354 0.367 1.204
P 0.720 2.230 -0.667
C -0.371 3.655 -0.943
C 2.137 3.005 0.199
H 2.140 1.182 -2.359
H 1.919 2.935 -2.597
H 0.667 1.781 -3.120
C 1.411 1.995 -2.348
H 2.956 2.286 0.324
H 2.468 3.829 -0.450
H 0.284 4.452 -1.300
H -0.882 3.987 -0.029
H 1.876 3.403 1.193
H -1.153 3.467 -1.690
C -1.803 0.935 -0.612
O -2.949 0.873 -0.677
Cl 1.800 -0.329 -0.072
C -0.612 -3.320 0.741
O -0.625 -2.065 0.058
H -1.346 -3.377 1.541
H 0.386 -3.544 1.161
H -0.840 -4.132 0.023
H 0.253 -2.066 -0.434
*
```

Kohn-Sham gap (alpha / beta) ... 5.93 / 5.36 eV
Lowest unoccupied orbital energy (alpha / beta) ... -14.1 / -14.6 eV
Largest force on an atom ... 5.31 eV/A
HOMO (alpha / beta) ... -0.7345 / -0.7337 Eh
ΔE to the lowest compared entry with this formula, charge and spin ... 171.4 kJ/mol



Molecular formula: C22H43N5O6Ta
Method: DFT, wB97M-V/def2-TZVPD

```
! RIJCOSX wB97M-V def2-TZVPD def2/J DEFGRID3
* xyz 3 1
Ta -0.687 0.164 -1.821
C 2.676 3.206 -0.669
C 1.543 2.213 -0.430
C 1.783 1.451 0.892
C 0.993 1.836 2.162
C 1.652 1.124 3.338
C 0.894 3.332 2.418
N -0.449 1.319 1.958
C -1.257 0.782 3.113
C -1.124 -0.747 3.125
N -1.333 -1.302 1.775
C -2.767 -1.304 1.421
C -3.015 -0.674 0.069
O -3.993 -0.101 -0.294
O -1.931 -0.811 -0.744
C -0.670 -2.640 1.590
C -1.164 -3.688 2.584
C -0.816 -3.188 0.152
C 0.241 -2.836 -0.935
C 1.437 -3.773 -0.745
C -0.322 -3.001 -2.341
N 0.687 -1.336 -0.815
C 2.147 -1.098 -1.042
C 2.426 0.224 -1.751
N 1.330 1.249 -1.615
C 1.345 2.038 -2.897
C 0.914 1.140 -4.048
O 1.299 1.164 -5.152
O -0.067 0.221 -3.608
H 2.779 3.809 0.234
H 2.478 3.902 -1.481
H 3.640 2.721 -0.835
H 0.616 2.780 -0.380
H 2.837 1.562 1.154
H 1.647 0.377 0.773
H 2.663 1.513 3.449
H 1.734 0.047 3.182
H 1.145 1.314 4.282
H 1.888 3.745 2.584
H 0.310 3.534 3.318
H 0.434 3.873 1.586
H -0.971 2.056 1.482
H -0.462 0.496 1.330
H -2.288 1.094 2.951
H -0.922 1.221 4.047
H -1.826 -1.139 3.866
H -0.125 -1.030 3.456
H -3.366 -0.766 2.154
H -3.185 -2.315 1.389
H 0.393 -2.458 1.800
H -2.188 -4.000 2.370
H -1.120 -3.333 3.613
H -0.539 -4.578 2.523
H -1.818 -3.003 -0.224
H -0.760 -4.273 0.241
H 1.059 -4.794 -0.712
H 1.966 -3.596 0.194
H 2.146 -3.744 -1.569
H -0.643 -4.031 -2.504
H 0.426 -2.773 -3.104
H -1.227 -2.398 -2.512
H 0.485 -1.133 0.168
H 2.540 -1.885 -1.675
H 2.678 -1.177 -0.096
H 2.544 0.018 -2.814
H 3.370 0.654 -1.417
H 2.336 2.433 -3.110
H 0.655 2.884 -2.819
N -2.654 0.743 -2.875
C -2.808 2.223 -2.860
C -2.010 2.808 -1.716
O -1.942 3.927 -1.369
O -1.233 1.809 -1.071
H -2.754 0.395 -3.828
H -3.416 0.339 -2.322
H -3.849 2.529 -2.755
H -2.431 2.658 -3.788
*
```

Kohn-Sham gap ... 7.84 eV
Lowest unoccupied orbital energy ... -10.6 eV
Largest force on an atom ... 0.57 eV/A
HOMO ... -0.6788 Eh



Molecular formula: C30H28O7S2
Method: DFT, wB97M-V/def2-TZVPD

```
! RIJCOSX wB97M-V def2-TZVPD def2/J DEFGRID3
* xyz 0 1
C -4.792 4.701 -3.629
O -4.082 4.470 -2.434
C -3.014 3.590 -2.554
C -2.365 3.183 -1.377
C -1.363 2.255 -1.404
C -0.946 1.666 -2.622
C 0.036 0.646 -2.604
C 0.416 -0.245 -3.638
C 1.594 -1.013 -3.463
C 2.036 -1.832 -4.465
C 1.339 -1.942 -5.688
O 1.984 -2.775 -6.593
C 3.211 -3.212 -5.998
C 3.243 -2.705 -4.550
C 0.134 -1.252 -5.845
C -0.325 -0.444 -4.837
C -1.530 2.164 -3.811
C -2.541 3.082 -3.774
H -5.652 5.331 -3.401
H -4.156 5.220 -4.347
H -5.145 3.755 -4.042
H -2.677 3.629 -0.450
H -0.887 1.950 -0.488
H 0.570 0.529 -1.675
H 2.154 -0.947 -2.548
H 3.252 -4.305 -6.060
H 4.036 -2.804 -6.597
H 4.156 -2.144 -4.327
H 3.177 -3.527 -3.829
H -0.420 -1.377 -6.760
H -1.303 -0.007 -4.934
H -1.122 1.871 -4.762
H -2.971 3.431 -4.694
C 0.187 -3.135 2.013
O -0.245 -2.479 3.191
C 0.419 -1.322 3.522
S -0.437 -0.301 4.731
C -1.814 -0.017 3.614
C -1.827 1.080 2.786
C -2.883 1.274 1.918
C -3.918 0.362 1.878
C -3.900 -0.739 2.712
C -2.844 -0.924 3.580
O -0.919 -1.077 5.932
O 0.288 1.003 4.934
S 1.985 -0.754 2.838
C 2.891 -0.526 4.368
C 3.274 0.731 4.770
C 3.976 0.886 5.947
C 4.282 -0.218 6.717
C 3.905 -1.479 6.301
C 3.206 -1.631 5.123
O 2.754 -1.857 2.146
O 1.687 0.526 2.091
H 0.157 -4.213 2.181
H -0.487 -2.866 1.199
H 1.203 -2.836 1.764
H -1.000 1.770 2.816
H -2.892 2.129 1.264
H -4.743 0.512 1.200
H -4.699 -1.462 2.676
H -2.801 -1.784 4.229
H 3.009 1.583 4.164
H 4.275 1.870 6.270
H 4.808 -0.097 7.650
H 4.146 -2.344 6.896
H 2.912 -2.609 4.776
*
```

Kohn-Sham gap ... 1.32 eV
Lowest unoccupied orbital energy ... -3.5 eV
Largest force on an atom ... 3.51 eV/A
HOMO ... -0.1759 Eh
ΔE to the lowest compared entry with this formula, charge and spin ... 67.2 kJ/mol



Molecular formula: C4H7ErO4
Method: DFT, wB97M-V/def2-TZVPD

```
! RIJCOSX wB97M-V def2-TZVPD def2/J DEFGRID3
* xyz 2 4
O 0.357 1.712 -0.250
C -0.152 1.834 -1.445
O -1.231 2.490 -1.578
Er -1.307 2.303 -3.903
O 0.395 1.328 -2.474
C 1.649 1.081 -0.122
H 2.433 1.822 -0.319
H 1.780 0.664 0.883
H 1.681 0.294 -0.880
C -1.117 -1.489 1.614
C 0.048 -2.146 1.625
O -2.239 -1.853 0.954
H -1.299 -0.623 2.254
H 0.236 -2.995 0.964
H 0.836 -1.817 2.301
H -2.069 -2.605 0.376
*
```

Kohn-Sham gap (alpha / beta) ... 9.01 / 3.25 eV
Lowest unoccupied orbital energy (alpha / beta) ... -7.9 / -11.4 eV
Largest force on an atom ... 5.44 eV/A
<S²> ... 3.781
HOMO (alpha / beta) ... -0.6218 / -0.5380 Eh